No. 1
C29H26As2CaIN3O11 | wB97M-V/def2-TZVPD

Structure (XYZ):
```
73
Properties=species:S:1:pos:R:3:forces:R:3
Ca -1.585 0.709 -0.049 0.86 -0.56 0.97
O -0.176 -2.332 5.354 0.08 -0.07 0.08
C -0.545 -1.764 4.171 -0.04 0.02 -0.04
C -1.551 -0.807 4.104 0.06 -0.13 0.26
C -1.861 -0.284 2.869 0.07 0.02 -0.46
N -1.222 -0.667 1.758 0.18 -0.68 1.13
C -0.263 -1.596 1.830 -0.40 0.30 -0.37
C 0.113 -2.176 3.022 0.08 -0.08 0.09
C 0.374 -1.992 0.491 -0.32 0.34 -0.67
O 1.221 -2.888 0.522 -0.03 0.16 -0.14
O -0.067 -1.339 -0.532 0.52 -0.42 0.94
C -2.941 0.799 2.683 -0.15 0.22 -0.29
O -3.485 1.217 3.711 0.07 -0.10 -0.32
O -3.116 1.155 1.470 -0.49 -0.16 1.54
H -0.719 -1.946 6.046 -0.07 0.03 0.13
H -2.099 -0.457 4.975 0.06 -0.03 -0.07
H 0.895 -2.924 3.040 -0.05 0.04 0.00
O -6.263 -1.162 -5.180 0.23 -0.53 0.15
C -5.538 -2.016 -4.618 -0.07 -0.04 -0.38
O -5.338 -3.228 -4.888 -0.29 0.54 0.06
C -4.724 -1.488 -3.422 0.06 0.02 0.05
C -4.135 -2.370 -2.525 0.01 -0.03 0.02
C -3.354 -1.877 -1.498 0.02 0.26 0.06
N -3.100 -0.573 -1.337 -0.49 -0.08 -0.77
C -3.682 0.290 -2.195 0.06 -0.11 0.12
C -4.512 -0.129 -3.224 -0.08 0.15 0.07
C -3.287 1.769 -2.034 0.16 0.24 -0.38
O -4.100 2.651 -2.298 0.36 -0.39 0.07
O -2.052 1.925 -1.659 -1.39 0.97 -1.73
H -4.283 -3.433 -2.665 0.02 0.02 -0.02
H -2.882 -2.542 -0.784 0.05 0.00 0.04
H -4.980 0.597 -3.879 0.04 -0.09 0.04
C 4.334 -1.480 2.070 -0.07 -0.11 0.06
As 3.064 -0.273 1.133 -0.04 0.20 -0.22
C 4.273 1.274 1.120 0.10 0.14 -0.10
C 3.466 -0.919 -0.696 0.02 -0.03 -0.10
C 4.574 -1.749 -0.883 -0.11 -0.06 -0.07
C 4.870 -2.336 -2.107 -0.09 0.06 -0.02
C 4.050 -2.103 -3.199 0.05 0.01 0.08
C 2.956 -1.268 -3.045 0.08 0.08 0.14
C 2.670 -0.668 -1.817 -0.12 -0.39 0.03
As 1.157 0.506 -1.994 0.59 0.76 0.09
C -0.168 -0.168 -3.209 -0.20 -0.34 0.37
C 1.856 1.903 -3.117 -0.21 0.11 -0.01
H 5.386 -1.327 1.811 -0.11 0.03 0.05
H 4.053 -2.524 1.889 0.02 0.19 0.05
H 4.207 -1.267 3.132 0.02 -0.03 0.08
H 5.213 1.016 0.632 0.06 0.01 0.03
H 4.471 1.576 2.148 0.03 0.00 0.07
H 3.787 2.098 0.590 0.13 -0.17 0.15
H 5.209 -1.977 -0.039 0.02 0.00 -0.12
H 5.729 -2.990 -2.197 0.01 0.01 0.01
H 4.253 -2.568 -4.156 -0.02 0.01 0.01
H 2.316 -1.081 -3.896 -0.05 -0.03 -0.08
H 0.250 -0.107 -4.208 0.07 0.01 -0.12
H -1.012 0.513 -3.124 -0.10 0.06 -0.01
H -0.470 -1.178 -2.954 -0.02 -0.03 0.04
H 2.193 1.475 -4.056 0.03 -0.07 -0.13
H 2.661 2.399 -2.602 0.19 0.10 0.11
H 1.043 2.605 -3.300 -0.04 0.04 -0.02
O 0.535 1.371 -0.616 1.14 -0.25 -0.72
O 1.960 1.777 -0.307 -0.54 -0.28 0.14
I -2.953 4.418 0.543 0.04 -0.02 0.16
C -1.672 3.670 2.019 0.55 -0.23 -0.25
C -1.805 4.080 3.338 -0.01 0.00 0.00
C -0.901 3.589 4.264 -0.04 0.01 0.07
C 0.103 2.728 3.851 0.05 -0.01 -0.01
C 0.157 2.374 2.513 -0.29 0.23 -0.30
N -0.722 2.826 1.603 -0.23 0.23 0.51
H -2.606 4.745 3.624 0.02 -0.02 -0.01
H -0.989 3.874 5.307 -0.01 -0.01 -0.03
H 0.827 2.325 4.550 -0.04 0.02 -0.05
H 0.931 1.719 2.128 -0.02 -0.07 -0.06
```
Forces are in eV/Å.

Results
LUMO energy: 0.1387 Ha
Electronic energy: -205708.6800 eV
Charge: -2
Energy relative to the best compared isomer or geometry (same formula, charge and spin): 53.4 kJ/mol
Gap between HOMO and LUMO: 6.98 eV


No. 2
C29H26AsIrN2O5S2 | wB97M-V/def2-TZVPD

Structure (XYZ):
```
66
Properties=species:S:1:pos:R:3:forces:R:3
Ir -0.844 0.182 1.313 1.44 0.36 0.55
N -2.139 1.781 2.647 0.21 -0.70 0.18
C -2.588 2.906 1.960 -0.40 0.92 -0.27
C -3.041 4.057 2.569 0.20 -0.67 -0.07
C -3.597 5.098 1.814 -0.06 0.21 -0.41
C -3.704 5.003 0.453 -0.02 0.05 0.22
C -3.184 3.879 -0.219 0.28 -0.31 0.27
C -3.199 3.730 -1.621 0.10 -0.28 -0.04
C -2.614 2.630 -2.187 -0.08 0.39 0.03
C -1.964 1.705 -1.358 0.05 -0.12 -0.13
N -1.942 1.812 -0.055 0.19 -0.54 -0.04
C -2.574 2.844 0.538 -0.25 0.64 0.17
H -1.991 1.912 3.641 0.17 -0.07 -0.15
H -2.728 0.961 2.479 -0.36 0.31 0.35
H -3.006 4.140 3.645 -0.02 -0.05 0.12
H -3.966 5.975 2.324 -0.03 0.05 0.03
H -4.172 5.784 -0.126 -0.05 0.13 -0.04
H -3.672 4.490 -2.225 -0.04 0.05 -0.08
H -2.607 2.481 -3.255 -0.01 -0.03 -0.08
H -1.454 0.847 -1.775 -0.03 0.02 -0.05
S 1.173 1.748 1.950 -0.89 -0.20 -0.16
C 2.603 0.770 1.685 -0.25 -0.13 -0.26
C 3.767 1.075 2.396 -0.04 -0.06 -0.10
C 4.933 0.378 2.158 0.01 -0.01 -0.04
C 4.967 -0.636 1.212 0.04 -0.07 -0.06
C 3.820 -0.946 0.503 -0.02 -0.07 -0.16
C 2.637 -0.256 0.731 -0.11 -0.05 0.23
As 1.001 -0.662 -0.261 1.89 0.44 -0.16
C 1.160 -2.569 -0.499 -0.29 -0.19 0.09
C 0.509 -3.193 -1.559 -0.04 0.31 0.03
C 0.485 -4.575 -1.641 -0.01 -0.07 -0.08
C 1.100 -5.337 -0.659 -0.02 -0.08 -0.03
C 1.733 -4.721 0.409 0.04 -0.05 -0.04
C 1.755 -3.342 0.494 0.04 0.23 0.09
C 1.635 0.040 -1.990 -0.31 -0.04 0.05
C 2.365 -0.742 -2.880 -0.06 -0.27 0.20
C 2.877 -0.188 -4.041 0.06 -0.01 -0.01
C 2.660 1.150 -4.329 0.01 -0.05 -0.03
C 1.929 1.932 -3.450 0.06 0.09 -0.03
C 1.427 1.384 -2.282 -0.22 -0.07 0.24
H 3.743 1.869 3.126 -0.03 0.09 0.10
H 5.828 0.628 2.707 0.10 0.03 0.10
H 5.881 -1.181 1.034 0.08 -0.05 -0.05
H 3.840 -1.739 -0.239 0.06 0.05 0.05
H 0.001 -2.584 -2.300 0.03 -0.13 -0.01
H -0.020 -5.063 -2.463 -0.02 0.02 -0.04
H 1.070 -6.414 -0.719 0.01 -0.11 -0.02
H 2.199 -5.317 1.180 0.01 -0.02 0.05
H 2.200 -2.858 1.357 0.00 -0.10 -0.13
H 2.534 -1.792 -2.658 0.02 0.09 -0.07
H 3.459 -0.799 -4.718 -0.01 -0.05 -0.02
H 3.063 1.578 -5.235 0.00 0.05 -0.05
H 1.764 2.975 -3.674 -0.04 0.11 0.02
H 0.868 1.996 -1.582 0.06 0.07 -0.03
O -0.301 -2.101 1.979 -0.21 0.16 -0.93
C -0.539 -1.805 3.165 0.17 -1.01 1.08
O -0.725 -0.651 3.567 -0.30 1.08 -0.09
H -0.575 -2.638 3.905 0.03 0.28 -0.20
C -2.996 -3.127 0.540 0.19 0.87 -0.02
S -2.996 -1.355 0.226 -1.94 -1.31 -1.13
O -3.001 -0.691 1.544 0.35 0.03 0.52
O -4.153 -1.023 -0.564 0.13 -0.17 0.15
O -1.731 -1.083 -0.492 0.21 0.12 0.34
H -3.755 -3.339 1.279 -0.22 -0.02 0.11
H -2.011 -3.366 0.916 0.20 -0.13 0.11
H -3.196 -3.639 -0.392 -0.05 0.00 -0.18
```
Forces are in eV/Å.

Results
LUMO energy (spin up / spin down): -0.0118 / -0.0456 Ha
Multiplicity: 5
Electronic energy: -129059.1995 eV
Charge: 0
Energy relative to the best compared isomer or geometry (same formula, charge and spin): 67.0 kJ/mol
Gap between HOMO and LUMO (spin up / spin down): 6.69 / 6.05 eV


Question: Look up the energy relative to the best compared isomer or geometry (same formula, charge and spin) of the second one.
Answer: 67.0 kJ/mol


Question: The lowest electronic energy belongs to which entry?
Answer: C29H26As2CaIN3O11


Question: Which of these has the lowest electronic energy?
Answer: C29H26As2CaIN3O11